C19H22FN7O2 | wB97M-V/def2-TZVPD

- Structure (SMILES): O=C(Nc1ccc(F)cc1)NC1CCN(Cc2nnnn2Cc2ccco2)CC1
- E_HOMO: -0.3127 Eh
- Electronic energy: -1370.8454 Eh
- Charge: 0
- F_max: 1.6 eV/A
- HOMO-LUMO gap: 8.765 eV
- Multiplicity: 1

Atoms and positions in Å:
H  2.221  1.140  7.197
N  -2.605  -1.627  -4.704
H  -1.864  3.467  -0.155
O  0.179  0.930  1.236
H  1.966  0.402  2.320
C  0.430  -0.332  -3.336
C  -2.503  0.676  -3.710
N  -2.222  0.896  -2.303
F  4.393  0.254  6.098
N  -0.680  -1.050  -3.920
H  -1.425  -0.272  -0.030
H  3.261  -3.605  -2.178
C  2.153  0.983  6.132
H  -3.433  2.585  -1.875
H  -0.725  2.156  -0.508
C  3.193  0.298  4.066
H  4.063  -0.071  3.547
C  1.347  -1.191  -1.059
C  -2.459  0.070  -0.028
C  0.905  1.038  4.067
H  -3.539  1.829  0.601
H  -2.007  1.459  -4.293
C  -1.962  -0.645  -4.116
C  -2.496  1.506  0.503
C  -0.614  1.248  2.096
C  2.250  -2.237  -0.745
H  0.015  0.507  -2.774
C  2.021  0.561  3.383
H  -1.038  1.630  4.065
H  0.881  -0.518  -0.369
O  2.001  -2.167  -2.951
C  0.984  1.244  5.445
C  2.607  -2.792  -1.934
H  -2.536  1.749  2.602
C  -3.001  0.018  -1.450
C  -1.779  2.431  -0.484
H  -2.925  -1.002  -1.832
H  -4.070  0.303  -1.459
C  3.247  0.511  5.431
H  -3.579  0.694  -3.949
N  -0.310  1.315  3.439
N  -1.905  1.601  1.832
H  -1.834  2.918  -2.579
H  0.122  1.613  5.983
N  -0.589  -2.287  -4.410
C  1.229  -1.196  -2.418
H  2.581  -2.528  0.231
H  1.069  0.029  -4.152
H  -3.045  -0.586  0.617
N  -1.725  -2.608  -4.864
C  -2.373  2.274  -1.880